A 11-piece molecular cluster, C35H100N10O11 overall, computed with ωB97M-V with the def2-TZVPD basis set.

XYZ file:
```
156
Properties=species:S:1:pos:R:3:mulliken_charge:R:1
C -6.140 2.100 2.376 -1.042
O -5.768 2.776 1.146 -0.102
C -6.246 2.072 -0.035 -0.887
C -6.319 3.132 -1.147 0.562
C -7.266 4.360 -0.901 -1.192
N -6.697 2.524 -2.417 -0.654
H -5.593 2.280 3.301 0.266
H -6.023 1.043 2.138 0.400
H -7.215 2.218 2.512 0.333
H -5.752 1.185 -0.430 0.355
H -7.253 1.657 0.005 0.457
H -5.299 3.488 -1.292 0.122
H -7.073 5.154 -1.622 0.344
H -7.030 4.662 0.120 0.201
H -8.325 4.107 -0.842 0.387
H -6.203 1.718 -2.774 0.230
H -7.681 2.305 -2.362 0.272
C -4.549 6.075 1.909 -0.623
O -3.512 6.053 2.873 -0.411
C -2.194 6.424 2.211 -0.283
C -1.054 6.200 3.162 -0.060
C 0.185 7.104 2.798 -1.485
N -0.564 4.835 3.085 -0.386
H -4.658 7.082 1.507 0.369
H -5.516 5.766 2.307 0.281
H -4.350 5.235 1.243 0.140
H -1.984 5.999 1.230 0.164
H -2.076 7.508 2.207 0.555
H -1.421 6.472 4.152 0.474
H 0.454 6.923 1.757 0.219
H 1.062 6.705 3.307 0.436
H 0.069 8.164 3.025 0.419
H -1.071 4.213 3.699 0.297
H -0.708 4.474 2.153 -0.107
C 0.937 0.052 -0.808 -1.027
O 0.524 0.785 0.384 0.212
C -0.964 0.930 0.539 -1.223
C -1.158 2.294 1.270 1.591
C -2.560 2.572 1.758 -0.832
N -0.679 3.438 0.519 -0.097
H 0.384 -0.873 -0.976 0.292
H 2.006 -0.158 -0.811 0.347
H 0.753 0.456 -1.803 0.363
H -1.493 0.784 -0.403 0.460
H -1.225 0.079 1.167 0.177
H -0.568 2.168 2.178 -0.762
H -2.589 3.513 2.306 0.154
H -2.876 1.875 2.534 0.176
H -3.212 2.722 0.898 0.118
H -1.220 3.702 -0.292 0.258
H 0.185 3.106 0.115 -0.195
C 0.435 -7.033 -4.139 -0.530
O 1.149 -5.830 -4.455 -0.463
C 1.582 -5.196 -3.246 -0.186
C 2.598 -3.997 -3.411 0.905
C 3.997 -4.648 -3.710 -1.954
N 2.648 -3.051 -2.332 -0.278
H -0.424 -6.888 -3.483 0.112
H 1.092 -7.766 -3.670 0.315
H 0.222 -7.562 -5.068 0.329
H 0.715 -4.938 -2.638 -0.222
H 2.026 -5.974 -2.626 0.281
H 2.195 -3.466 -4.273 0.613
H 4.245 -5.594 -3.229 0.415
H 4.803 -3.930 -3.559 0.476
H 3.995 -4.950 -4.757 0.479
H 2.743 -2.182 -2.837 -0.163
H 1.668 -2.933 -2.120 -0.108
C 3.162 -6.803 2.737 -0.862
O 2.198 -6.230 1.898 -0.325
C 2.660 -5.786 0.584 -0.132
C 3.436 -4.504 0.799 0.432
C 2.537 -3.318 1.025 -0.758
N 4.383 -4.210 -0.247 -0.733
H 3.793 -7.587 2.319 0.350
H 2.699 -7.417 3.509 0.295
H 3.770 -6.133 3.346 0.312
H 3.318 -6.483 0.065 0.412
H 1.920 -5.498 -0.162 -0.189
H 4.040 -4.590 1.702 0.302
H 3.270 -2.530 1.200 0.183
H 2.003 -3.515 1.955 0.449
H 1.911 -3.138 0.151 -0.081
H 4.786 -5.063 -0.609 0.377
H 3.756 -3.960 -0.998 0.069
C 0.888 0.671 4.580 -0.655
O -0.197 -0.158 4.376 0.007
C -1.481 0.186 4.906 -0.604
C -1.639 -0.380 6.381 0.536
C -1.279 -1.923 6.489 -1.362
N -3.024 -0.118 6.782 -0.737
H 1.822 0.230 4.232 0.229
H 1.070 1.154 5.539 0.313
H 0.698 1.532 3.939 0.085
H -1.702 1.234 4.705 0.224
H -2.208 -0.264 4.230 0.211
H -0.937 0.086 7.073 0.282
H -1.200 -2.211 7.538 0.423
H -0.323 -2.084 5.990 0.266
H -1.999 -2.511 5.920 0.288
H -3.187 -0.350 7.751 0.263
H -3.158 0.883 6.766 0.229
C 6.453 -0.180 -6.488 -0.732
O 6.056 -0.820 -5.280 -0.388
C 4.656 -0.935 -5.143 -0.086
C 4.061 0.386 -4.775 0.372
C 4.379 0.736 -3.291 -1.481
N 2.668 0.606 -4.942 -0.620
H 5.872 0.676 -6.834 0.292
H 6.273 -0.801 -7.365 0.300
H 7.537 -0.076 -6.462 0.306
H 4.342 -1.193 -6.155 0.450
H 4.356 -1.763 -4.502 -0.428
H 4.348 1.310 -5.277 0.458
H 4.031 1.692 -2.898 0.318
H 5.456 0.675 -3.142 0.472
H 4.095 -0.102 -2.655 0.047
H 2.716 1.043 -5.851 0.361
H 2.193 -0.271 -5.106 0.176
C -1.946 -4.846 -1.496 -0.218
O -2.175 -5.304 -0.178 -0.384
C -2.867 -4.411 0.789 -0.836
C -1.767 -3.733 1.689 0.394
C -2.319 -2.894 2.843 -1.176
N -0.868 -2.853 0.920 0.232
H -1.767 -5.716 -2.128 -0.054
H -1.124 -4.140 -1.618 0.023
H -2.864 -4.435 -1.917 0.351
H -3.468 -3.662 0.272 0.326
H -3.438 -5.002 1.505 0.366
H -1.236 -4.541 2.193 0.249
H -3.087 -3.419 3.411 0.602
H -2.793 -1.964 2.528 0.188
H -1.423 -2.734 3.442 0.154
H -0.670 -3.381 0.082 -0.283
H -0.016 -2.708 1.444 0.004
N 3.400 1.573 1.172 -0.096
C 4.307 2.523 0.909 0.505
N 3.798 3.433 0.125 -0.213
O 5.513 2.367 1.226 -0.748
H 2.433 1.768 0.957 0.011
H 3.700 0.632 1.382 0.095
H 2.928 3.302 -0.369 0.136
H 4.452 4.074 -0.302 0.251
C -0.079 2.553 -4.615 -0.859
O 1.054 2.431 -3.855 -0.477
H 0.045 3.314 -5.386 0.293
H -0.295 1.664 -5.206 0.327
H -0.956 2.782 -4.009 0.239
H 1.666 1.749 -4.139 0.439
C 1.264 4.917 -1.704 -0.609
O 2.299 4.093 -2.213 -0.548
H 0.300 4.439 -1.879 0.080
H 1.397 5.249 -0.674 0.279
H 1.217 5.847 -2.271 0.355
H 1.949 3.319 -2.659 0.602
```

For the HOMO-LUMO gap, the calculation gives 8.41 eV. The HOMO energy comes out at -8.444 eV. As for the SMILES: COC[C@H](C)N.COC[C@H](C)N.COC[C@H](C)N.COC[C@H](C)N.COC[C@H](C)N.COC[C@H](C)N.COC[C@H](C)N.COC[C@H](C)N.NC(N)=O.CO.CO. The value obtained for the maximum force is 4.69 eV Å⁻¹. As for the spin multiplicity: 1. The value obtained for the molar mass is 837.24 g mol⁻¹. For the total energy, the calculation gives -75330.811 eV.

***

One molecule with the formula C4H6N2S2, computed with ωB97M-V with the def2-TZVPD basis set.

XYZ file:
```
14
Properties=species:S:1:pos:R:3:mulliken_charge:R:1
C -0.860 -0.375 1.133 -1.513
C -0.079 0.040 -0.118 1.224
N -1.016 0.203 -1.207 -0.633
C 1.045 -0.974 -0.378 -0.241
N 2.250 -0.577 -0.376 -0.531
S 2.340 1.095 0.045 0.061
C 0.630 1.364 0.161 -0.204
S -0.063 2.764 0.551 -0.217
H -1.607 0.402 1.331 0.389
H -0.176 -0.420 1.983 0.365
H -1.342 -1.362 0.961 0.376
H -1.415 -0.708 -1.465 0.280
H -0.534 0.583 -2.016 0.275
H 0.828 -2.034 -0.604 0.370
```

For the HOMO-LUMO gap, the calculation gives 8.36 eV. The HOMO energy comes out at -8.779 eV. As for the SMILES: C[C@]1(N)C=NSC1=S. The relative energy (zero: lowest compared OMol25 entry of this formula, charge and spin) is 104.7 kJ/mol. The value obtained for the maximum force is 0.78 eV Å⁻¹. As for the spin multiplicity: 1. The value obtained for the molar mass is 146.24 g mol⁻¹. For the total energy, the calculation gives -28895.126 eV.

***

C37H40CaN5O6PS2 as an isolated structure, computed with ωB97M-V with the def2-TZVPD basis set.

XYZ file:
```
92
Properties=species:S:1:pos:R:3:mulliken_charge:R:1
Ca -0.880 0.328 -0.002 0.859
N 0.382 -1.618 0.602 0.079
C 0.864 -1.797 1.903 -0.640
C 0.678 -2.991 2.592 -0.698
C 1.131 -3.130 3.892 -0.700
C 1.795 -2.080 4.505 -0.811
C 1.971 -0.881 3.837 -1.090
C 1.502 -0.720 2.536 0.744
P 1.344 0.893 1.698 1.567
C 2.096 1.960 2.993 -0.356
C 3.469 2.175 3.077 -0.235
C 3.999 2.938 4.102 -0.868
C 3.167 3.485 5.064 -0.558
C 1.799 3.278 4.989 -0.726
C 1.264 2.528 3.954 -0.299
C 2.722 0.927 0.501 0.693
C 3.007 2.155 -0.092 0.121
C 3.974 2.261 -1.070 -0.602
C 4.666 1.132 -1.478 -0.865
C 4.399 -0.091 -0.886 -0.976
C 3.435 -0.197 0.104 -0.808
H -0.384 -2.264 0.417 0.377
H 1.090 -1.746 -0.132 0.277
H 0.153 -3.805 2.110 0.484
H 0.962 -4.056 4.423 0.388
H 2.160 -2.188 5.514 0.443
H 2.457 -0.061 4.343 0.319
H 4.125 1.733 2.342 0.483
H 5.067 3.096 4.156 0.470
H 3.587 4.065 5.873 0.404
H 1.154 3.701 5.745 0.433
H 0.196 2.362 3.888 0.527
H 2.459 3.032 0.225 0.451
H 4.183 3.215 -1.529 0.356
H 5.407 1.206 -2.261 0.423
H 4.951 -0.969 -1.192 0.467
H 3.249 -1.151 0.580 0.566
C 6.464 5.352 0.898 -0.667
O 6.555 5.832 -0.422 -0.479
C 5.394 5.975 -1.122 0.722
C 4.130 5.736 -0.592 -0.493
C 3.016 5.828 -1.399 0.101
C 3.124 6.189 -2.745 0.038
C 4.389 6.512 -3.249 -0.557
C 5.506 6.387 -2.454 -0.584
N 1.981 6.436 -3.492 -0.569
N 0.959 5.746 -3.431 -0.477
C 0.900 4.465 -2.905 0.117
C 1.715 3.444 -3.375 -0.002
C 1.545 2.127 -2.980 -0.242
C 0.638 1.760 -1.978 -0.517
O 0.535 0.557 -1.531 1.010
C -0.180 2.822 -1.438 0.120
N -0.998 2.511 -0.418 -0.341
C -1.775 3.432 0.097 -0.682
C -1.801 4.755 -0.372 -1.232
C -0.954 5.115 -1.388 -0.973
C -0.101 4.146 -1.951 0.825
H 7.488 5.254 1.254 0.295
H 5.979 4.370 0.936 0.197
H 5.923 6.052 1.545 0.331
H 3.997 5.472 0.445 0.392
H 2.041 5.659 -0.968 0.358
H 4.482 6.835 -4.273 0.437
H 6.490 6.608 -2.837 0.457
H 2.465 3.677 -4.117 0.467
H 2.167 1.356 -3.418 0.518
H -2.399 3.120 0.930 0.569
H -2.467 5.477 0.077 0.433
H -0.919 6.126 -1.773 0.552
N 1.687 -2.241 -1.827 -0.670
H 2.631 -2.446 -2.125 0.223
H 1.476 -1.276 -2.075 -0.251
H 1.050 -2.844 -2.331 0.196
C -4.289 0.403 0.532 -0.932
S -2.939 -0.527 1.306 1.331
O -2.341 -1.335 0.223 -0.682
O -3.488 -1.331 2.363 -0.730
O -1.970 0.484 1.750 -0.593
H -5.113 -0.279 0.371 0.372
H -3.913 0.785 -0.410 0.223
H -4.568 1.202 1.207 0.388
C -3.022 -1.968 -2.635 -1.355
S -1.600 -0.843 -2.343 1.414
C -1.209 -0.647 -4.141 -1.241
O -2.228 0.432 -1.974 -0.718
H -3.746 -1.486 -3.280 0.415
H -3.440 -2.150 -1.652 0.291
H -2.667 -2.892 -3.075 0.438
H -0.867 -1.597 -4.538 0.409
H -0.420 0.093 -4.223 0.193
H -2.084 -0.304 -4.679 0.455
```

For the HOMO-LUMO gap, the calculation gives 6.90 eV. The HOMO energy comes out at -6.859 eV. The value obtained for the maximum force is 3.98 eV Å⁻¹. As for the spin multiplicity: 1. The value obtained for the molar mass is 785.94 g mol⁻¹. For the total energy, the calculation gives -108153.808 eV.